No. 1
DFT (ωB97M-V/def2-TZVPD) results for a cluster of 9 separate species, C26H67F3N2O18P2S2 in total in a non-equilibrium geometry.

```
120
Properties=species:S:1:pos:R:3:lowdin_charge:R:1
C 5.217 -1.605 -2.316 -0.16
C 4.788 -2.096 -0.862 -0.38
P 4.058 -0.778 0.254 1.04
C 5.197 -0.215 1.624 -0.38
C 6.061 -1.375 2.333 -0.17
C 2.277 -1.108 0.777 -0.46
O 2.040 -2.526 1.137 -0.13
N 3.143 -3.097 1.677 -0.05
O 2.922 -4.246 1.870 0.08
C 1.170 -0.763 -0.364 -0.34
C 1.306 0.763 -0.888 -0.14
C 2.325 0.995 -2.077 -0.19
C 3.022 2.427 -1.813 -0.25
O 3.823 2.874 -2.927 -0.10
C 1.327 -1.659 -1.675 -0.16
C 0.772 -3.143 -1.611 -0.17
C 0.957 -3.770 -3.093 -0.18
C -0.100 -3.219 -4.145 -0.23
S -1.661 -4.204 -4.219 0.73
O -2.647 -3.635 -3.228 -0.35
O -1.442 -5.655 -3.978 -0.31
O -2.322 -3.923 -5.749 -0.19
C -0.276 -1.050 0.300 -0.27
P -1.737 -0.801 -0.924 0.82
N -2.969 -1.642 -0.295 -0.30
C -0.581 -0.236 1.649 -0.30
C -0.905 1.324 1.447 -0.06
C -2.368 1.644 2.030 -0.22
O -3.385 0.939 1.288 -0.06
C -2.719 3.209 1.826 -0.41
F -3.223 3.307 0.511 0.07
F -3.807 3.504 2.655 0.08
F -1.632 4.045 2.002 0.11
O 0.325 -0.510 2.742 -0.19
S 1.911 -0.199 2.386 0.77
O 2.695 -0.791 3.533 -0.30
O 2.278 1.247 2.333 -0.31
H 4.416 -1.991 -3.039 0.06
H 6.180 -2.103 -2.650 0.08
H 5.221 -0.479 -2.451 0.06
H 4.002 -2.920 -0.980 0.08
H 5.672 -2.602 -0.349 0.09
H 4.723 0.389 2.449 0.07
H 5.969 0.479 1.140 0.09
H 6.379 -0.960 3.348 0.09
H 7.015 -1.517 1.744 0.07
H 5.521 -2.358 2.432 0.05
H 0.289 1.116 -1.282 0.11
H 1.571 1.490 -0.062 0.10
H 1.772 1.127 -3.071 0.11
H 3.167 0.260 -2.180 0.05
H 3.757 2.233 -0.952 0.11
H 2.296 3.204 -1.429 0.13
H 4.232 2.079 -3.310 0.08
H 2.383 -1.717 -2.080 0.09
H 0.714 -1.134 -2.489 0.10
H -0.323 -3.245 -1.348 0.10
H 1.411 -3.813 -0.942 0.12
H 1.999 -3.520 -3.460 0.12
H 0.811 -4.889 -3.004 0.12
H 0.397 -3.282 -5.175 0.12
H -0.401 -2.139 -4.003 0.08
H -1.708 -3.337 -6.247 0.09
H -0.405 -2.144 0.611 0.13
H -1.426 -1.383 -2.196 -0.01
H -2.106 0.572 -1.068 0.02
H -2.623 -2.067 0.575 -0.04
H -1.580 -0.673 2.004 0.15
H -0.189 1.996 2.027 0.13
H -0.938 1.653 0.370 0.09
H -2.435 1.384 3.132 0.17
H -4.243 1.041 1.742 0.12
C 3.915 -7.477 2.623 -0.16
O 4.221 -8.228 1.455 -0.13
H 4.823 -6.987 2.972 0.07
H 3.164 -6.720 2.388 0.05
H 3.541 -8.145 3.404 0.08
H 3.405 -8.650 1.165 0.07
C -0.264 2.015 -5.511 -0.14
O -0.209 0.768 -4.824 -0.16
H 0.634 2.585 -5.274 0.08
H -0.309 1.842 -6.589 0.08
H -1.144 2.577 -5.188 0.08
H -1.012 0.285 -5.049 0.07
C -6.257 -4.490 -4.605 -0.16
O -5.433 -3.638 -5.387 -0.14
H -7.224 -4.590 -5.098 0.08
H -5.793 -5.475 -4.517 0.08
H -6.402 -4.057 -3.612 0.08
H -4.585 -3.565 -4.930 0.03
C 7.301 -4.109 4.498 -0.15
O 8.134 -3.261 3.719 -0.14
H 6.330 -4.191 4.010 0.07
H 7.750 -5.102 4.576 0.08
H 7.167 -3.682 5.496 0.08
H 8.984 -3.205 4.170 0.08
C -3.506 6.551 -0.252 -0.16
O -2.663 7.399 -1.021 -0.12
H -4.477 6.483 -0.742 0.07
H -3.064 5.556 -0.187 0.06
H -3.636 6.970 0.749 0.08
H -1.814 7.443 -0.568 0.07
C -5.210 5.383 -3.400 -0.17
O -4.908 4.648 -4.580 -0.13
H -4.294 5.844 -3.031 0.07
H -5.941 6.163 -3.627 0.08
H -5.607 4.708 -2.637 0.08
H -5.731 4.250 -4.886 0.07
C -5.549 4.200 5.677 -0.17
O -6.204 4.835 4.587 -0.13
H -5.975 4.568 6.607 0.05
H -5.694 3.118 5.615 0.08
H -4.481 4.436 5.652 0.08
H -5.807 4.492 3.779 0.05
C -5.540 7.393 8.743 -0.15
O -5.715 6.446 7.698 -0.14
H -5.444 6.859 9.687 0.08
H -4.633 7.978 8.566 0.08
H -6.407 8.057 8.791 0.08
H -5.797 6.941 6.874 0.08
```

Output
SMILES: CCP(CC)[C@]1(ON=O)[C@@](CCCO)(CCCCS(=O)(=O)O)[C@H]([PH2]=N)[C@H](C[C@H](O)C(F)(F)F)OS1(=O)=O.CO.CO.CO.CO.CO.CO.CO.CO
highest occupied orbital energy: -8.2 eV
2S+1: 1
orbital gap: 7.8 eV

No. 2
DFT (ωB97M-V/def2-TZVPD) results for a structure of composition C26H68N6O22 in a non-equilibrium geometry.

```
122
Properties=species:S:1:pos:R:3:lowdin_charge:R:1
C 1.078 0.351 -0.445 -0.01
N -0.376 0.185 -0.690 -0.27
O -0.850 -0.103 -1.764 0.02
O -1.084 0.438 0.277 -0.08
H 1.214 1.373 -0.091 0.14
H 1.543 0.024 -1.375 0.06
H 1.318 -0.381 0.326 0.05
C 1.283 -3.213 -1.770 0.11
N 0.455 -3.089 -0.524 -0.48
O 0.085 -1.993 -0.261 -0.07
O 0.243 -4.057 0.199 0.07
H 2.307 -3.094 -1.415 0.09
H 1.023 -2.383 -2.426 0.05
H 1.073 -4.161 -2.265 0.11
C 1.570 -2.117 1.690 0.03
N 1.077 -3.361 2.358 -0.37
O 1.731 -4.350 2.136 0.03
O 0.116 -3.267 3.082 0.10
H 1.772 -2.428 0.665 0.11
H 2.447 -1.743 2.218 0.10
H 0.820 -1.359 1.918 0.06
C 0.825 0.419 -4.914 0.07
N 0.544 -0.743 -3.959 -0.33
O -0.213 -1.592 -4.417 0.08
O 1.104 -0.718 -2.867 -0.07
H 0.695 1.261 -4.234 -0.08
H 0.118 0.355 -5.741 0.11
H 1.885 0.353 -5.162 0.10
C -1.778 2.932 -0.670 0.07
N -0.469 3.099 -0.158 -0.32
O -0.385 3.412 1.064 0.03
O 0.510 3.025 -0.901 -0.01
H -2.424 3.629 -0.136 0.13
H -2.157 1.923 -0.513 0.10
H -1.736 3.262 -1.708 0.13
C 2.350 1.242 3.347 0.09
N 2.759 0.983 1.911 -0.24
O 3.778 1.527 1.517 0.10
O 2.074 0.201 1.230 -0.19
H 3.222 1.235 4.001 0.12
H 1.614 0.545 3.747 0.06
H 1.920 2.242 3.396 0.08
C -2.643 -0.483 -1.215 -0.18
O -3.909 0.055 -1.313 -0.13
C -4.861 -0.426 -0.350 -0.16
C -6.169 0.405 -0.502 -0.20
O -6.092 1.522 0.353 -0.17
C -6.915 2.622 -0.132 -0.09
H -2.674 -1.570 -1.279 0.08
H -2.122 -0.184 -0.305 0.03
H -2.068 -0.109 -2.062 0.05
H -4.431 -0.356 0.649 0.13
H -5.160 -1.446 -0.590 0.12
H -7.011 -0.203 -0.172 0.08
H -6.303 0.652 -1.556 0.12
H -7.952 2.616 0.203 0.08
H -6.859 2.800 -1.206 0.08
H -6.570 3.505 0.406 0.08
C -0.453 2.735 3.529 -0.10
O -1.421 1.695 3.651 -0.16
C -1.593 0.765 2.612 -0.13
C -0.469 -0.268 2.485 -0.22
O -0.098 -1.140 3.518 -0.20
C -0.012 -0.529 4.839 -0.04
H 0.585 2.442 3.687 0.02
H -0.552 3.447 4.348 0.10
H -0.481 3.358 2.635 0.04
H -1.593 1.379 1.711 0.10
H -2.531 0.237 2.779 0.14
H 0.449 0.275 2.261 0.09
H -0.708 -0.843 1.590 0.11
H -1.001 -0.377 5.270 0.10
H 0.476 0.445 4.806 0.06
H 0.488 -1.199 5.538 0.10
C 4.131 -4.001 0.718 -0.06
O 3.920 -2.751 0.007 -0.20
C 4.225 -1.544 0.739 -0.17
C 3.895 -0.398 -0.213 -0.19
O 4.770 -0.400 -1.340 -0.17
C 6.069 0.080 -1.155 -0.11
H 3.377 -4.180 1.485 0.05
H 5.063 -4.038 1.282 0.08
H 4.134 -4.798 -0.025 0.10
H 5.222 -1.474 1.174 0.13
H 3.515 -1.464 1.562 0.06
H 3.931 0.549 0.326 0.07
H 2.922 -0.617 -0.653 0.10
H 6.383 0.273 -2.180 0.09
H 6.700 -0.694 -0.718 0.08
H 6.104 0.979 -0.540 0.09
C -6.650 -1.734 1.506 -0.10
O -5.479 -2.255 0.917 -0.30
C -4.570 -2.922 1.795 -0.14
C -3.184 -3.260 1.128 -0.14
O -2.443 -2.086 0.889 -0.08
C -1.401 -2.295 -0.142 -0.15
H -7.479 -1.548 0.824 0.09
H -6.378 -0.920 2.179 0.11
H -7.024 -2.491 2.196 0.08
H -5.171 -3.735 2.202 0.12
H -4.315 -2.225 2.593 0.12
H -3.462 -3.838 0.247 0.13
H -2.654 -3.972 1.762 0.13
H -1.940 -2.339 -1.088 0.13
H -0.714 -3.140 -0.099 0.00
H -0.828 -1.381 -0.297 0.04
C 4.272 5.088 -2.152 -0.10
O 3.634 3.840 -2.483 -0.19
C 3.274 3.750 -3.906 -0.14
C 2.654 2.403 -4.365 -0.14
O 1.407 2.043 -3.837 -0.17
C 1.444 1.732 -2.468 -0.10
H 5.298 5.104 -2.520 0.09
H 4.209 5.425 -1.117 0.09
H 3.802 5.976 -2.574 0.08
H 4.092 4.014 -4.577 0.12
H 2.540 4.528 -4.113 0.12
H 3.339 1.590 -4.122 0.14
H 2.624 2.351 -5.454 0.14
H 0.465 1.463 -2.072 0.09
H 1.679 2.670 -1.965 0.09
H 2.167 0.955 -2.220 0.10
```

Output
highest occupied orbital energy: -6.7 eV
2S+1: 1
orbital gap: 5.5 eV

No. 3
DFT (ωB97M-V/def2-TZVPD) results for a cluster of 9 separate species, C26H74N4O13 in total in a non-equilibrium geometry.

```
117
Properties=species:S:1:pos:R:3:lowdin_charge:R:1
C 3.483 10.874 -2.108 -0.13
O 3.373 9.744 -2.899 -0.20
C 4.605 9.057 -3.051 -0.24
C 4.447 8.000 -4.100 -0.21
N 3.525 6.926 -3.675 -0.07
C 3.485 5.883 -4.677 -0.19
C 2.488 4.709 -4.250 -0.17
O 3.199 3.456 -4.049 -0.22
C 2.282 2.346 -3.782 -0.09
H 4.111 11.671 -2.506 0.09
H 3.827 10.573 -1.118 0.09
H 2.422 11.121 -2.083 0.10
H 4.810 8.659 -2.057 0.12
H 5.456 9.701 -3.271 0.12
H 5.357 7.516 -4.456 0.12
H 4.025 8.552 -4.940 0.12
H 2.622 7.380 -3.693 0.10
H 4.496 5.502 -4.822 0.11
H 3.189 6.290 -5.643 0.11
H 1.828 4.526 -5.098 0.10
H 1.863 4.830 -3.365 0.11
H 1.721 2.436 -2.852 0.08
H 2.872 1.430 -3.817 0.08
H 1.580 2.266 -4.611 0.07
C 4.727 0.777 0.701 -0.09
O 5.937 -0.019 0.628 -0.22
C 5.936 -0.994 -0.430 -0.18
C 7.352 -1.632 -0.394 -0.20
N 7.757 -2.262 0.857 -0.08
C 8.978 -3.055 0.665 -0.23
C 9.336 -3.786 1.965 -0.17
O 10.521 -4.606 1.760 -0.21
C 11.797 -4.000 1.764 -0.11
H 4.711 1.371 1.614 0.08
H 3.861 0.118 0.761 0.07
H 4.612 1.363 -0.211 0.08
H 5.767 -0.390 -1.321 0.11
H 5.099 -1.685 -0.325 0.12
H 8.151 -0.925 -0.614 0.11
H 7.426 -2.426 -1.137 0.11
H 8.039 -1.579 1.545 0.10
H 9.734 -2.319 0.391 0.11
H 8.877 -3.731 -0.184 0.12
H 8.530 -4.456 2.264 0.12
H 9.494 -2.996 2.699 0.11
H 11.917 -3.425 2.683 0.08
H 11.877 -3.353 0.891 0.07
H 12.558 -4.772 1.650 0.09
C -3.821 -2.151 2.939 -0.09
O -2.922 -2.952 2.184 -0.22
C -3.012 -4.355 2.404 -0.19
C -2.096 -4.756 3.627 -0.19
N -0.696 -4.376 3.485 -0.07
C 0.139 -4.693 4.606 -0.22
C 1.487 -4.019 4.402 -0.21
O 1.345 -2.587 4.349 -0.21
C 2.482 -1.853 3.901 -0.09
H -3.558 -1.134 2.649 0.08
H -3.762 -2.201 4.026 0.09
H -4.825 -2.345 2.561 0.09
H -2.590 -4.869 1.540 0.12
H -4.009 -4.747 2.602 0.12
H -2.210 -5.832 3.758 0.12
H -2.468 -4.219 4.499 0.11
H -0.705 -3.393 3.256 0.10
H 0.323 -5.766 4.661 0.12
H -0.233 -4.383 5.582 0.12
H 1.987 -4.428 3.524 0.12
H 2.170 -4.246 5.221 0.12
H 2.232 -0.796 3.991 0.08
H 2.885 -2.229 2.960 0.09
H 3.304 -1.970 4.607 0.08
C -5.558 -2.056 -2.569 -0.06
O -6.947 -1.597 -2.642 -0.23
C -7.386 -0.980 -3.822 -0.23
C -8.815 -0.495 -3.563 -0.22
N -9.740 -1.553 -3.121 -0.04
C -10.920 -0.875 -2.531 -0.20
C -11.940 -1.795 -1.797 -0.20
O -11.488 -2.194 -0.494 -0.17
C -12.429 -2.998 0.139 -0.16
H -5.445 -2.617 -3.497 0.08
H -5.458 -2.717 -1.708 0.09
H -4.811 -1.267 -2.663 0.08
H -7.348 -1.691 -4.648 0.12
H -6.659 -0.188 -4.000 0.12
H -9.279 -0.201 -4.505 0.12
H -8.678 0.416 -2.981 0.11
H -9.213 -2.090 -2.446 0.10
H -11.457 -0.422 -3.364 0.11
H -10.628 -0.067 -1.861 0.11
H -12.088 -2.674 -2.425 0.12
H -12.867 -1.223 -1.753 0.11
H -12.651 -3.972 -0.297 0.08
H -13.396 -2.506 0.242 0.08
H -12.136 -3.370 1.120 0.08
O -5.743 1.504 -0.773 -0.05
H -5.812 0.661 -1.222 0.01
H -4.801 1.658 -0.696 0.01
O -0.708 -1.006 0.498 -0.04
H -1.186 -0.320 0.032 0.01
H -1.387 -1.515 0.940 0.00
O -2.228 1.967 -1.438 -0.04
H -1.930 2.836 -1.169 0.04
H -2.442 2.064 -2.366 0.04
O 1.618 -3.980 0.381 -0.06
H 1.202 -3.170 0.084 0.02
H 1.089 -4.261 1.127 0.00
C -0.555 2.116 3.997 -0.08
C -1.060 0.962 4.895 -0.30
O -0.137 0.556 5.922 -0.08
H -1.196 2.327 3.141 0.06
H 0.422 1.952 3.540 0.06
H -0.509 3.030 4.589 0.07
H -1.302 0.057 4.338 0.09
H -2.034 1.290 5.259 0.11
H 0.531 0.037 5.467 0.05
```

Output
SMILES: COCCNCCOC.COCCNCCOC.COCCNCCOC.COCCNCCOC.CCO.O.O.O.O
highest occupied orbital energy: -8.6 eV
2S+1: 1
orbital gap: 8.6 eV